A molecular structure, C4H3O3, computed with wB97M-V/def2-TZVPD.

```
10
Properties=species:S:1:pos:R:3:forces:R:3:lowdin_charge:R:1
O -0.200 -0.785 0.670 0.8379 -0.1207 0.5112 0.046
C -1.184 -0.773 -0.073 -0.4458 -0.9457 -0.4402 -0.655
O -2.115 -1.700 -0.247 0.0852 0.1252 0.5809 -0.042
H -2.655 0.408 -0.944 -1.1443 0.7942 0.5726 -0.003
H 2.133 -0.691 0.007 0.4976 0.7740 0.2668 0.036
O 0.101 1.640 0.768 -0.8755 0.9469 0.4765 0.059
C 0.828 0.736 0.571 -0.6648 1.1623 -0.1468 -0.491
H 2.939 1.095 0.090 -1.9558 -1.1683 0.4958 0.064
C -1.907 -0.306 -1.129 1.1152 -0.1166 -1.2723 0.037
C 2.060 0.374 0.285 2.5502 -1.4514 -1.0443 -0.051
```
Positions in Å, forces in eV/Å.

Results
Kohn-Sham gap, eV: 7.884
HOMO energy, eV: -3.6
Electronic energy, a.u.: -379.84357
Charge: -1
Strongest force on any atom, eV/Å: 3.1

---

A molecular structure, C4H3O4Sn, computed with wB97M-V/def2-TZVPD.

```
12
Properties=species:S:1:pos:R:3:forces:R:3:lowdin_charge:R:1
H -4.382 0.440 0.533 0.6011 -2.6229 1.5115 0.200
C -3.554 -0.151 1.150 -2.0537 2.8208 0.7119 0.026
C -3.731 -0.426 2.442 -1.5125 -0.8437 -1.4670 -0.104
Sn -3.779 -1.174 6.335 -4.8373 -2.7316 6.9873 1.526
O -2.720 1.234 -0.406 2.0934 -0.6168 2.0899 0.114
O -1.442 -0.538 0.117 1.4892 0.0843 0.2168 0.124
O -2.175 -0.484 5.487 2.6466 0.9412 -0.6048 -0.134
H -4.654 -0.885 2.806 -0.0314 0.7349 -0.0121 0.134
O -2.752 -0.337 3.382 0.3724 -0.9374 2.5764 0.070
H -1.821 -1.409 -0.064 0.0880 -0.0295 0.3341 0.138
C -2.410 0.335 0.384 -2.0880 0.7140 -4.0934 -0.498
C -3.075 -0.676 4.641 3.2322 2.4867 -8.2507 -0.597
```
Positions in Å, forces in eV/Å.

Results
Kohn-Sham gap, eV: 6.682
HOMO energy, eV: -13.4
Electronic energy, a.u.: -669.04441
Charge: +1
Strongest force on any atom, eV/Å: 9.2

---

A molecular structure, C4H3OTl, computed with wB97M-V/def2-TZVPD.

```
9
Properties=species:S:1:pos:R:3:forces:R:3:lowdin_charge:R:1
C -1.399 -0.321 -0.847 0.4345 0.2973 2.2698 -0.371
C -0.400 -0.188 0.059 -0.8397 0.9378 -0.4932 -0.051
C 1.535 -0.126 1.719 -0.1454 0.8253 -0.0643 -0.049
H 1.369 -0.314 2.782 0.0444 -0.1339 -0.3875 0.041
H -2.340 -0.775 -0.486 0.3040 0.1465 -0.2035 0.112
O -1.381 0.095 -2.064 0.0116 0.0060 -1.5726 -0.492
H 2.566 -0.074 1.361 -0.3064 0.3653 0.2120 0.038
Tl -0.459 1.586 -3.422 -0.0322 -0.1933 0.2656 0.921
C 0.509 0.116 0.897 0.5292 -2.2511 -0.0261 -0.151
```
Positions in Å, forces in eV/Å.

Results
Kohn-Sham gap, eV: 6.235
HOMO energy, eV: -6.9
Electronic energy, a.u.: -401.81560
Strongest force on any atom, eV/Å: 2.3

---

C4H3PS in the gas phase, computed with wB97M-V/def2-TZVPD.

```
9
Properties=species:S:1:pos:R:3:forces:R:3:lowdin_charge:R:1
C 1.344 -0.194 -0.259 2.0343 -0.7988 -3.3479 -0.163
H 2.043 -1.014 -0.035 -0.9475 0.1830 1.2382 0.059
C -1.749 -0.410 -0.031 -0.0965 -0.7323 -0.5782 -0.853
P -0.633 1.944 -0.028 -1.1307 -2.8121 -0.2690 0.975
H 0.167 0.285 1.523 1.2162 0.1156 -1.8450 0.095
C -2.008 0.855 -0.130 1.2214 1.2848 0.2318 -0.418
S -1.190 -1.871 -0.067 -1.1855 0.1149 0.1387 0.796
H 1.538 -0.113 -1.393 -0.7020 0.8888 1.6091 0.085
C 0.486 0.519 0.420 -0.4097 1.7562 2.8222 -0.576
```
Positions in Å, forces in eV/Å.

Results
Kohn-Sham gap, eV: 6.828
HOMO energy, eV: -8.9
SMILES: C=CP=C=C=S
Electronic energy, a.u.: -893.57909
Strongest force on any atom, eV/Å: 4.0